Below is a single C6H9Cl3OSi2 molecule at a distorted geometry, with properties calculated with wB97M-V/def2-TZVPD.

Last columns: bonded neighbours and bond lengths (Å).
CARTESIAN COORDINATES (ANGSTROEM)
1 Cl 4.636 1.224 0.813  Si5 1.990
2 Cl 4.496 -1.944 0.891  Si5 2.045
3 Cl 4.170 -0.452 -1.971  Si5 2.014
4 Si -0.640 1.272 0.911  C8 1.856, C9 1.911, C11 1.892, H18 1.499
5 Si 3.679 -0.307 -0.024  Cl1 1.990, Cl2 2.045, Cl3 2.014, C10 1.898
6 O -1.256 -1.040 -0.475  C7 1.422, C9 1.397
7 C -2.005 -2.235 -0.656  O6 1.422, H13 1.158, H20 1.118, H21 1.122
8 C -1.358 2.298 -0.459  Si4 1.856, C12 1.191
9 C -1.749 -0.245 0.564  Si4 1.911, O6 1.397, H14 1.171, H15 1.169
10 C 1.840 0.105 0.199  Si5 1.898, C11 1.306, H17 1.064
11 C 1.234 1.015 0.913  Si4 1.892, C10 1.306, H16 1.125
12 C -1.689 2.815 -1.479  C8 1.191, H19 1.171
13 H -3.045 -2.239 -0.146  C7 1.158
14 H -2.778 0.202 0.226  C9 1.171
15 H -1.702 -0.894 1.535  C9 1.169
16 H 1.891 1.695 1.523  C11 1.125
17 H 1.165 -0.498 -0.359  C10 1.064
18 H -1.093 1.653 2.287  Si4 1.499
19 H -2.296 3.198 -2.405  C12 1.171
20 H -2.053 -2.553 -1.726  C7 1.118
21 H -1.445 -3.072 -0.162  C7 1.122

## Properties
HOMO-LUMO gap   0.37449 Ha
SMILES string   C#C[Si@H](/C=C/[Si](Cl)(Cl)Cl)COC
Energy above the lowest of the compared OMol25 structures with the same formula, charge and spin   0.0 kcal/mol
Highest occupied orbital energy   -9.946 eV

Mulliken charges, unit e, in atom order:
1 Cl -0.24
2 Cl -0.24
3 Cl -0.22
4 Si 0.35
5 Si 0.72
6 O -0.29
7 C -0.72
8 C -0.91
9 C -0.58
10 C -0.38
11 C -0.19
12 C 0.49
13 H 0.31
14 H 0.31
15 H 0.35
16 H 0.24
17 H 0.31
18 H -0.13
19 H 0.32
20 H 0.24
21 H 0.28

---

Below is a gas-phase ion, C6H9ClN3 (charge +1) at a distorted geometry, with properties calculated with wB97M-V/def2-TZVPD.

Last columns: bonded neighbours and bond lengths (Å).
CARTESIAN COORDINATES (ANGSTROEM)
1 Cl 2.027 -0.011 -1.703  C7 2.011
2 N 0.407 -0.971 0.392  C7 1.394, C9 1.362, H13 1.050
3 N 2.039 0.346 1.149  C5 1.277, C7 1.356
4 N 0.185 1.190 -0.059  C7 1.449, C10 1.290, H19 1.066
5 C 3.277 0.047 1.248  N3 1.277, H14 1.162, H18 1.139
6 C -1.739 -1.862 -0.327  C9 1.282, H15 1.063, H17 1.105
7 C 1.183 0.153 0.115  Cl1 2.011, N2 1.394, N3 1.356, N4 1.449
8 C -2.295 1.380 -0.636  C10 1.456, H11 1.085, H12 1.064, H16 1.127
9 C -0.883 -0.950 -0.046  N2 1.362, C6 1.282, C10 1.749
10 C -1.014 0.776 -0.293  N4 1.290, C8 1.456, C9 1.749
11 H -2.383 2.457 -0.728  C8 1.085
12 H -3.027 1.114 0.088  C8 1.064
13 H 0.756 -1.960 0.338  N2 1.050
14 H 3.829 0.168 2.264  C5 1.162
15 H -2.777 -1.648 -0.406  C6 1.063
16 H -2.574 0.754 -1.531  C8 1.127
17 H -1.461 -2.864 0.047  C6 1.105
18 H 3.935 -0.296 0.383  C5 1.139
19 H 0.516 2.176 -0.295  N4 1.066

## Properties
HOMO-LUMO gap   0.31420 Ha
SMILES string   C=N[C@@]1(Cl)NC(=C)C(C)=[NH+]1
Energy above the lowest of the compared OMol25 structures with the same formula, charge and spin   61.8 kcal/mol
Highest occupied orbital energy   -13.331 eV
Net charge   +1

Mulliken charges, unit e, in atom order:
1 Cl -0.21
2 N -0.20
3 N -0.37
4 N 0.00
5 C -0.14
6 C -0.97
7 C 0.05
8 C -1.18
9 C 0.56
10 C 0.59
11 H 0.38
12 H 0.37
13 H 0.31
14 H 0.27
15 H 0.34
16 H 0.33
17 H 0.29
18 H 0.23
19 H 0.34